93
Properties=species:S:1:pos:R:3:mulliken_charge:R:1 method="wB97M-V/def2-TZVPD" e_tot_ha=-3401.4578 mol_weight_g_mol=1043.72 homo_ha=-0.510 charge=+2 homo_lumo_gap_ev=8.8
Pt 1.051 -1.052 0.114 3.413
N 1.096 -3.954 0.363 -0.059
P 0.573 -2.950 -0.927 -0.401
C -1.191 -3.243 -1.044 0.559
C -2.074 -2.169 -1.069 0.560
C -3.437 -2.402 -1.179 -0.772
C -3.910 -3.704 -1.253 -0.592
C -3.027 -4.778 -1.226 -0.846
C -1.665 -4.551 -1.129 -0.685
C 1.265 -3.449 -2.492 1.457
C 2.097 -4.550 -2.663 -0.479
C 2.496 -4.913 -3.942 -0.850
C 2.057 -4.185 -5.038 -0.733
C 1.220 -3.088 -4.867 -0.468
C 0.823 -2.716 -3.596 -0.873
P 0.967 -2.735 1.559 0.039
C -0.449 -3.086 2.579 0.557
C -1.515 -2.189 2.580 -0.286
C -2.643 -2.466 3.339 -0.781
C -2.703 -3.634 4.084 -0.509
C -1.641 -4.533 4.081 -0.830
C -0.512 -4.261 3.331 -0.242
C 2.454 -2.721 2.560 0.968
C 3.701 -2.853 1.943 -0.424
C 4.856 -2.755 2.698 -0.861
C 4.772 -2.509 4.066 -0.533
C 3.536 -2.364 4.677 -0.814
C 2.372 -2.471 3.928 -0.648
H 1.913 -4.548 0.317 0.424
H -1.696 -1.156 -0.997 -0.089
H -4.130 -1.571 -1.202 0.527
H -4.974 -3.887 -1.332 0.429
H -3.403 -5.790 -1.282 0.464
H -0.976 -5.388 -1.106 0.423
H 2.432 -5.138 -1.817 0.306
H 3.140 -5.771 -4.081 0.450
H 2.362 -4.479 -6.034 0.458
H 0.877 -2.526 -5.726 0.499
H 0.164 -1.864 -3.461 0.303
H -1.457 -1.286 1.984 0.294
H -3.474 -1.774 3.346 0.453
H -3.586 -3.850 4.673 0.435
H -1.698 -5.442 4.663 0.434
H 0.315 -4.963 3.327 0.457
H 3.771 -3.022 0.874 0.315
H 5.823 -2.877 2.228 0.451
H 5.677 -2.440 4.656 0.439
H 3.474 -2.182 5.741 0.462
H 1.406 -2.373 4.408 0.461
O 2.049 0.041 -1.374 -1.187
P 1.850 1.232 -2.321 1.540
C 2.969 1.023 -3.700 -0.555
C 3.482 2.122 -4.388 -0.379
C 4.312 1.926 -5.481 -0.719
C 4.639 0.638 -5.883 -0.610
C 4.141 -0.459 -5.190 -0.728
C 3.309 -0.269 -4.099 -0.246
C 0.154 1.223 -2.906 0.127
C -0.154 1.131 -4.260 -0.610
C -1.480 1.038 -4.663 -0.790
C -2.495 1.040 -3.718 -0.694
C -2.192 1.149 -2.365 -0.869
C -0.872 1.240 -1.957 -0.182
C 2.216 2.848 -1.652 0.453
C 3.484 3.056 -1.097 -0.272
C 3.899 4.334 -0.779 -0.858
C 3.054 5.415 -1.011 -0.628
C 1.791 5.214 -1.549 -0.863
C 1.371 3.931 -1.877 -0.202
H 3.234 3.130 -4.078 0.422
H 4.708 2.779 -6.016 0.453
H 5.291 0.488 -6.733 0.420
H 4.408 -1.462 -5.496 0.490
H 2.939 -1.119 -3.543 0.518
H 0.639 1.128 -4.999 0.481
H -1.720 0.969 -5.716 0.459
H -3.527 0.970 -4.036 0.444
H -2.989 1.178 -1.632 0.515
H -0.641 1.356 -0.902 0.787
H 4.161 2.218 -0.967 0.428
H 4.886 4.499 -0.367 0.454
H 3.387 6.417 -0.777 0.424
H 1.138 6.057 -1.733 0.455
H 0.396 3.781 -2.322 0.404
N 3.342 0.895 1.776 -0.076
C 2.068 1.143 2.051 0.708
O 1.125 0.569 1.470 -0.903
C 1.735 2.134 3.123 -1.388
I 1.609 4.070 2.248 0.146
H 3.577 0.271 1.018 0.120
H 4.078 1.409 2.230 0.259
H 2.484 2.166 3.909 0.587
H 0.758 1.905 3.529 0.407


94
Properties=species:S:1:pos:R:3:mulliken_spin:R:1 method="wB97M-V/def2-TZVPD" e_tot_ha=-3917.5645 multiplicity=2 mol_weight_g_mol=796.97 homo_ha="-0.164 / -0.263" homo_lumo_gap_ev="4.6 / 7.3"
Al -0.746 0.010 -0.988 0.010
C 2.013 0.522 -3.570 0.001
Si 1.566 -0.033 -1.792 0.007
C 2.532 1.335 -0.826 0.002
C 3.927 1.413 -0.911 0.000
C 4.627 2.530 -0.490 0.000
C 3.946 3.629 0.020 0.000
C 2.574 3.560 0.166 -0.001
C 1.868 2.416 -0.230 -0.003
P 0.069 2.354 0.064 0.011
C -0.089 2.589 1.873 -0.008
C -1.384 2.525 2.394 0.006
C -1.611 2.633 3.755 -0.011
C -0.541 2.805 4.622 0.000
C 0.752 2.824 4.122 0.002
C 0.979 2.707 2.758 0.000
C -0.407 3.988 -0.622 0.001
C -1.431 4.764 -0.077 0.001
C -1.809 5.959 -0.674 -0.001
C -1.182 6.393 -1.833 0.001
C -0.183 5.612 -2.402 0.000
C 0.191 4.417 -1.811 0.000
C 2.580 -1.640 -1.561 -0.002
C 3.852 -1.806 -2.120 0.001
C 4.586 -2.963 -1.927 0.000
C 4.062 -4.000 -1.166 0.000
C 2.795 -3.878 -0.627 0.001
C 2.051 -2.715 -0.833 0.001
P 0.350 -2.593 -0.163 -0.010
C 0.718 -3.002 1.586 0.014
C 1.432 -2.016 2.272 0.006
C 1.759 -2.181 3.606 -0.002
C 1.363 -3.329 4.280 0.004
C 0.654 -4.310 3.607 0.000
C 0.338 -4.155 2.263 -0.012
C -0.411 -4.092 -0.879 -0.003
C 0.013 -4.572 -2.118 0.014
C -0.695 -5.575 -2.765 -0.006
C -1.835 -6.110 -2.187 0.003
C -2.271 -5.631 -0.960 -0.008
C -1.574 -4.621 -0.317 -0.007
H 3.083 0.706 -3.681 0.000
H 1.490 1.449 -3.821 0.000
H 1.718 -0.234 -4.302 0.000
H 4.478 0.574 -1.318 0.000
H 5.706 2.555 -0.576 0.000
H 4.480 4.526 0.307 0.000
H 2.036 4.403 0.584 0.000
H -2.217 2.347 1.724 0.016
H -2.618 2.562 4.145 -0.003
H -0.716 2.918 5.685 0.000
H 1.591 2.929 4.797 0.000
H 1.995 2.697 2.391 0.000
H -1.926 4.444 0.831 0.001
H -2.599 6.553 -0.232 0.000
H -1.460 7.335 -2.287 0.000
H 0.301 5.933 -3.316 0.000
H 0.958 3.802 -2.268 0.000
H 4.276 -1.017 -2.731 0.000
H 5.571 -3.059 -2.369 0.000
H 4.638 -4.903 -1.005 0.000
H 2.370 -4.691 -0.049 0.001
H 1.725 -1.114 1.744 -0.002
H 2.318 -1.411 4.124 -0.001
H 1.608 -3.456 5.327 0.001
H 0.341 -5.206 4.129 -0.001
H -0.194 -4.941 1.747 0.001
H 0.894 -4.150 -2.585 0.001
H -0.355 -5.930 -3.730 0.000
H -2.390 -6.888 -2.695 0.000
H -3.171 -6.027 -0.507 0.000
H -1.959 -4.217 0.610 0.020
O -1.102 0.016 0.733 -0.034
N -1.840 -1.022 1.291 0.213
C -1.993 -0.950 2.670 0.272
C -3.083 -1.487 3.280 -0.186
C -4.098 -2.099 2.519 0.432
C -3.967 -2.093 1.116 -0.137
C -2.876 -1.533 0.504 0.270
S -2.676 -1.421 -1.221 0.037
H -1.172 -0.473 3.185 0.040
H -3.162 -1.426 4.357 -0.007
H -4.971 -2.529 2.987 0.045
H -4.730 -2.523 0.482 -0.007
C -2.606 3.147 -3.535 0.001
S -2.816 1.432 -3.020 0.002
C -4.091 1.747 -1.781 0.003
O -1.551 1.156 -2.208 0.008
H -3.504 3.443 -4.076 0.000
H -1.738 3.189 -4.188 0.000
H -2.443 3.779 -2.664 0.000
H -4.961 2.178 -2.278 0.000
H -3.682 2.429 -1.036 -0.002
H -4.339 0.790 -1.328 0.003


97
Properties=species:S:1:pos:R:3:mulliken_charge:R:1 method="wB97M-V/def2-TZVPD" e_tot_ha=-3713.1364 mol_weight_g_mol=811.06 homo_ha="-0.081 / -0.081" charge=-1 homo_lumo_gap_ev="4.3 / 4.3"
K -0.064 1.193 -0.080 1.896
C -2.632 3.876 2.603 -1.984
C -1.342 3.323 2.050 0.608
O -1.393 2.454 1.181 -0.160
C -0.038 3.864 2.591 0.622
C -0.059 4.863 3.590 -0.755
C 1.123 5.383 4.110 -0.735
C 2.334 4.908 3.635 -0.620
C 2.350 3.919 2.646 -0.757
C 1.185 3.354 2.081 -0.387
O 1.264 2.454 1.181 0.192
H -3.476 3.383 2.110 0.269
H -2.707 4.947 2.398 0.396
H -2.707 3.671 3.674 0.420
H -0.993 5.251 3.978 0.332
H 1.098 6.149 4.876 0.347
H 3.272 5.293 4.020 0.412
H 3.315 3.559 2.286 0.265
O -5.623 -4.095 -0.271 -0.511
C -5.861 -3.099 -1.147 0.682
O -6.856 -3.097 -1.855 -0.627
C -4.847 -2.002 -1.206 0.963
C -5.089 -0.962 -2.115 -1.053
C -4.198 0.113 -2.245 -0.799
C -3.039 0.177 -1.469 -0.316
C -2.804 -0.865 -0.564 0.050
C -3.689 -1.944 -0.426 -0.608
N -2.070 1.192 -1.501 1.064
C -2.148 2.218 -2.285 -0.091
C -1.121 3.290 -2.316 0.020
C -1.291 4.355 -3.192 -0.876
C -0.319 5.352 -3.210 -0.447
C 0.778 5.251 -2.360 -0.935
C 0.861 4.151 -1.521 -0.573
N -0.062 3.169 -1.480 0.441
H -4.816 -4.040 0.264 0.310
H -5.984 -0.978 -2.738 0.422
H -4.445 0.883 -2.966 0.300
H -1.904 -0.827 0.048 0.109
H -3.422 -2.702 0.300 0.189
H -2.986 2.367 -2.984 0.065
H -2.152 4.419 -3.848 0.455
H -0.415 6.202 -3.881 0.380
H 1.551 6.011 -2.351 0.412
H 1.698 4.027 -0.840 0.528
O 1.358 -0.343 1.538 -0.396
S 2.484 -1.147 2.118 -0.286
C 3.975 -0.764 1.134 -0.799
C 3.848 -1.163 -0.331 0.242
C 4.907 -0.526 -1.230 -1.076
C 4.650 0.917 -1.661 -0.939
S 3.136 1.269 -2.613 -0.145
O 1.974 1.275 -1.665 -0.233
C 2.993 -0.229 -3.609 0.238
C 1.935 -1.123 -3.400 0.386
C 1.847 -2.302 -4.141 -0.815
C 2.808 -2.588 -5.109 -0.455
C 3.849 -1.690 -5.344 -0.479
C 3.938 -0.509 -4.603 -0.564
C 2.206 -2.854 1.591 0.232
C 1.142 -3.169 0.736 0.096
C 0.947 -4.483 0.308 -0.917
C 1.806 -5.490 0.740 -0.402
C 2.858 -5.187 1.605 -0.548
C 3.056 -3.872 2.034 -0.336
H 4.826 -1.268 1.602 0.487
H 4.130 0.315 1.234 0.461
H 2.844 -0.952 -0.702 -0.218
H 3.975 -2.250 -0.408 0.372
H 5.034 -1.158 -2.115 0.380
H 5.876 -0.562 -0.715 0.477
H 5.485 1.250 -2.289 0.504
H 4.630 1.577 -0.788 0.485
H 1.181 -0.912 -2.643 0.093
H 1.030 -2.996 -3.958 0.471
H 2.741 -3.509 -5.683 0.349
H 4.592 -1.912 -6.106 0.374
H 4.756 0.178 -4.799 0.340
H 0.469 -2.387 0.389 0.337
H 0.123 -4.715 -0.363 0.510
H 1.653 -6.513 0.406 0.353
H 3.522 -5.977 1.946 0.356
H 3.878 -3.653 2.710 0.342
N -1.477 -0.219 1.333 -0.159
C -2.147 -0.889 2.003 -0.012
C -2.974 -1.717 2.830 -0.040
C -2.418 -2.800 3.520 -0.329
C -3.225 -3.605 4.326 -0.626
C -4.588 -3.330 4.444 -0.359
C -5.146 -2.252 3.758 -0.748
C -4.342 -1.445 2.951 -0.055
H -1.356 -3.023 3.435 0.578
H -2.793 -4.446 4.862 0.405
H -5.216 -3.958 5.072 0.388
H -6.209 -2.040 3.852 0.383
H -4.787 -0.606 2.420 0.525
H -0.064 -0.659 -1.394 -0.144